Entry 1:
Molecular formula: C25H49NO2SSi2Tb
Method: DFT, the ωB97M-V functional and the def2-TZVPD basis

Calculated values
strongest force on any atom = 0.0318 hartree/bohr
expectation value of S² = 12.606
spin multiplicity = 7
energy above the lowest of the compared OMol25 structures with the same formula, charge and spin = 209.8 kJ/mol
net charge = +1
lowest unoccupied orbital energy (spin up / spin down) = -3.4 / -3.0 eV
gap between HOMO and LUMO (spin up / spin down) = 7.5 / 7.9 eV

Element x y z (Å)
Tb  -0.45  -0.11  -0.01
S  3.96  1.85  -0.40
Si  -1.31  2.04  2.43
Si  -5.40  -1.92  -0.06
O  -4.08  -3.24  -2.83
O  -1.24  -0.19  -2.06
N  1.53  -1.34  -0.22
C  -1.20  2.08  -3.03
C  -3.52  -1.73  -0.32
C  -2.08  0.89  -2.67
C  3.89  -1.41  -0.61
C  -2.58  1.83  3.80
C  0.32  1.20  2.95
C  -2.65  -5.22  -3.09
C  2.95  3.24  -0.39
C  -6.21  -3.58  -0.38
C  1.37  1.47  -0.36
C  1.46  -2.69  -0.17
C  -0.10  -0.68  -2.90
C  -0.96  3.88  2.22
C  -3.96  -4.65  -2.58
C  -6.39  -0.73  -1.13
C  2.71  -0.67  -0.43
C  -4.34  -3.56  -5.26
C  2.57  0.78  -0.42
C  3.82  -2.80  -0.60
C  1.59  2.89  -0.35
C  -4.86  -2.92  -3.98
C  -5.84  -1.60  1.74
C  -1.99  1.44  0.80
C  -0.58  -1.16  -4.25
C  2.59  -3.45  -0.42
H  -1.82  2.95  -3.28
H  -2.39  2.52  4.63
H  -5.23  -0.81  2.19
H  0.72  1.80  3.78
H  -5.90  -3.25  -3.84
H  -4.83  -1.83  -4.05
H  -2.59  0.80  4.20
H  -3.17  -0.98  0.41
H  4.72  -3.40  -0.72
H  -1.36  -1.93  -4.13
H  -0.60  1.85  -3.91
H  -0.95  -0.33  -4.86
H  -1.80  -4.70  -2.64
H  -4.79  -5.21  -3.05
H  -4.02  -4.77  -1.49
H  0.26  -1.63  -4.77
H  -1.18  4.43  3.15
H  0.36  -1.51  -2.36
H  -0.52  2.39  -2.22
H  -2.82  1.15  -1.90
H  3.33  4.26  -0.39
H  1.11  1.17  2.17
H  -3.08  1.23  0.78
H  0.08  4.09  1.94
H  -1.61  4.27  1.43
H  4.83  -0.89  -0.73
H  -2.99  -2.69  -0.17
H  -5.98  -4.04  -1.36
H  -7.30  -3.44  -0.33
H  -6.21  -0.85  -2.20
H  2.49  -4.54  -0.43
H  -5.69  -2.51  2.33
H  -5.92  -4.30  0.40
H  -3.59  2.04  3.41
H  -2.59  -5.14  -4.18
H  0.81  3.65  -0.30
H  0.49  -3.13  0.10
H  0.64  0.15  -2.96
H  -4.89  -3.10  -6.09
H  -1.86  2.29  0.07
H  -2.61  -6.27  -2.81
H  -3.27  -3.36  -5.41
H  -6.21  0.32  -0.87
H  0.17  0.17  3.33
H  -4.51  -4.64  -5.28
H  -6.89  -1.30  1.84
H  -2.57  0.44  -3.55
H  -3.27  -1.38  -1.36
H  -7.46  -0.93  -0.95

---

Entry 2:
Molecular formula: C25H50BCl2N3O4Si
Method: DFT, the ωB97M-V functional and the def2-TZVPD basis

Calculated values
strongest force on any atom = 0.0515 hartree/bohr
expectation value of S² = 2.008
spin multiplicity = 3
lowest unoccupied orbital energy (spin up / spin down) = 0.5 / 0.3 eV
gap between HOMO and LUMO (spin up / spin down) = 8.9 / 9.0 eV

Element x y z (Å)
Cl  -2.62  -3.65  0.13
Cl  -0.97  -3.44  4.13
Si  0.19  -4.71  1.46
O  0.17  2.31  1.72
O  2.73  -2.92  -1.03
O  1.97  -6.92  1.79
O  -1.87  1.95  -3.02
N  -1.49  1.13  -3.95
N  0.98  3.24  1.33
N  0.22  -7.08  3.48
C  -1.65  -0.26  -3.43
C  1.62  -3.52  0.98
C  -0.13  1.53  -4.42
C  -0.02  3.04  -4.62
C  -1.65  -1.28  -4.58
C  2.22  2.63  3.41
C  -0.72  3.53  -0.48
C  -1.24  -7.15  3.42
C  0.12  0.93  -5.83
C  0.22  4.23  0.51
C  0.14  5.78  2.55
C  -2.30  -3.39  1.84
C  0.73  -6.61  4.78
C  -1.18  -3.79  2.40
C  -0.53  -0.63  -2.44
C  0.80  4.68  3.37
C  0.98  1.09  -3.47
C  -3.40  -2.69  2.61
C  0.86  -0.36  -2.99
C  -3.00  -0.46  -2.75
C  2.97  4.54  2.11
C  1.20  5.03  -0.38
C  -0.62  5.19  1.36
C  1.70  3.77  2.53
C  1.74  -3.34  -0.54
B  0.83  -6.37  2.35
H  -1.50  4.66  1.75
H  -0.62  -1.68  -2.16
H  1.55  -5.89  4.65
H  2.08  -7.79  2.23
H  -0.69  -1.41  -5.06
H  3.57  4.77  2.99
H  1.10  -1.05  -3.80
H  0.88  -3.57  -1.22
H  -3.49  -3.20  3.57
H  -2.38  -1.00  -5.35
H  -1.00  6.00  0.74
H  1.39  5.13  4.18
H  -1.61  -7.47  2.44
H  1.54  5.95  0.09
H  1.95  1.23  -3.95
H  1.60  -0.54  -2.21
H  1.45  -2.53  1.41
H  -0.08  3.59  -3.68
H  -0.35  -5.16  0.15
H  -0.66  -0.06  -1.51
H  -0.07  -6.20  5.42
H  3.58  3.94  1.44
H  -3.82  -0.18  -3.41
H  -1.94  -2.27  -4.21
H  0.73  5.33  -1.32
H  0.94  3.29  -5.07
H  0.88  6.51  2.21
H  -0.18  2.82  -1.10
H  0.02  4.09  3.86
H  -0.56  6.34  3.18
H  1.42  2.06  3.88
H  -4.36  -2.83  2.11
H  -1.18  4.27  -1.14
H  -3.14  -1.50  -2.47
H  -1.53  3.01  0.01
H  -0.81  3.41  -5.28
H  -1.55  -7.94  4.11
H  0.61  -0.04  -5.80
H  2.84  3.03  4.22
H  2.07  4.43  -0.65
H  2.57  -3.92  1.36
H  0.78  1.57  -6.42
H  -0.81  0.84  -6.39
H  0.98  1.74  -2.59
H  -3.10  0.12  -1.83
H  -1.75  -6.23  3.76
H  2.76  5.49  1.64
H  2.84  1.94  2.83
H  1.18  -7.46  5.31
H  -3.17  -1.63  2.75

---

Entry 3:
Molecular formula: C25H50BN5O5P
Method: DFT, the ωB97M-V functional and the def2-TZVPD basis

Calculated values
strongest force on any atom = 0.1022 hartree/bohr
structure (SMILES) = CCOC[N@@+]1(P(C)CC)[C@@H](N)[C@@H](COc2cc(C)ccc2C(C)C)O[C@H](B(O)OCC)[C@@H]1CC(N)(N)N
energy above the lowest of the compared OMol25 structures with the same formula, charge and spin = 819.9 kJ/mol
net charge = +1
lowest unoccupied orbital energy = -2.0 eV
gap between HOMO and LUMO = 8.3 eV

Element x y z (Å)
P  2.63  0.58  1.55
O  1.26  -3.92  0.48
O  3.23  -2.45  0.51
O  1.29  3.36  0.48
O  -2.74  -1.39  0.80
O  -0.38  -1.48  0.04
N  3.96  -0.28  -4.10
N  1.51  0.91  0.19
N  1.71  -1.08  -3.84
N  -0.91  1.46  -0.23
N  2.22  1.33  -3.74
C  -6.26  0.45  0.08
C  -4.90  0.30  -2.19
C  1.57  -0.10  -0.95
C  1.78  4.60  -0.10
C  -4.88  0.59  -3.78
C  -1.97  -0.51  1.65
C  2.96  -0.14  -1.75
C  3.23  5.04  0.42
C  -0.40  -0.60  1.18
C  -5.24  -0.57  2.41
C  2.35  1.78  3.01
C  0.91  -1.52  -0.63
C  5.42  0.77  2.39
C  1.75  -6.41  0.86
C  4.45  0.95  1.08
C  2.67  -0.05  -3.35
C  -6.52  0.11  3.10
C  2.34  -4.89  0.72
C  0.08  0.89  0.72
C  -5.09  -0.26  0.84
C  -3.75  -0.40  -1.43
C  1.72  2.30  -0.40
C  -5.44  -2.18  2.54
C  -3.78  -0.71  0.11
C  -6.21  0.75  -1.45
B  1.82  -2.62  0.13
H  3.60  5.94  -0.20
H  -7.08  1.24  -2.03
H  3.66  0.74  -1.56
H  3.88  0.07  -5.07
H  1.19  2.45  -1.40
H  1.07  5.49  0.10
H  -4.30  -0.23  2.97
H  -2.35  0.56  1.72
H  3.58  -1.09  -1.62
H  4.84  0.40  3.31
H  0.17  -0.98  2.09
H  -6.40  1.24  3.08
H  -5.80  -2.47  3.60
H  -0.04  1.53  1.67
H  -4.77  1.69  -4.03
H  2.84  2.50  -0.61
H  -6.21  -2.57  1.78
H  3.05  -4.93  -0.17
H  2.32  1.50  -4.75
H  6.18  -0.07  2.16
H  1.03  -6.51  1.73
H  2.70  -7.06  1.02
H  -5.88  0.23  -4.23
H  1.29  1.77  3.42
H  -1.62  2.02  0.25
H  1.62  -0.91  -4.87
H  4.76  0.09  0.37
H  1.85  4.51  -1.25
H  6.04  1.71  2.57
H  -2.82  -0.69  -2.06
H  4.00  4.20  0.23
H  -4.07  -0.02  -4.32
H  3.28  5.33  1.53
H  -6.69  -0.21  4.18
H  0.68  -1.99  -1.67
H  1.33  -6.70  -0.16
H  3.29  -2.23  1.47
H  0.75  -0.89  -3.49
H  4.59  1.99  0.62
H  -7.24  0.76  0.60
H  3.06  1.51  3.87
H  -2.03  -0.96  2.72
H  -7.51  -0.12  2.54
H  -1.38  0.73  -0.79
H  0.85  0.35  -1.74
H  2.88  -4.70  1.73
H  1.21  1.45  -3.55
H  2.69  2.82  2.64
H  4.00  -1.32  -4.22
H  -4.45  -2.72  2.38